a | Below is a cluster of 6 separate species, H12O6 in total, with properties calculated with wB97M-V/def2-TZVPD.

Last column: natural (NBO) charge in e.
Geometry (Å):
O1 1.54 1.61 0.42  -0.962
H1 1.36 2.47 0.82  0.490
H2 2.36 1.74 -0.07  0.478
O2 1.31 -2.90 -1.27  -0.952
H3 1.03 -2.75 -2.19  0.477
H4 2.25 -3.10 -1.33  0.482
O3 -0.46 1.87 -2.28  -0.937
H5 -0.17 0.95 -2.32  0.475
H6 0.20 2.36 -2.78  0.460
O4 -0.84 1.24 2.13  -0.953
H7 -1.26 2.00 1.72  0.466
H8 -0.22 0.91 1.47  0.486
O5 -0.23 -0.68 -0.25  -0.982
H9 0.59 -0.17 -0.23  0.481
H10 0.06 -1.60 -0.40  0.492
O6 -2.56 -1.21 2.56  -0.950
H11 -2.02 -0.75 1.90  0.491
H12 -2.93 -1.97 2.10  0.457

Orbital gap ... 10.44 eV


b | Below is a structure of composition H12O6, with properties calculated with wB97M-V/def2-TZVPD.

Last column: natural (NBO) charge in e.
Geometry (Å):
O1 -1.10 -0.24 1.95  -0.951
H1 -0.22 -0.33 1.58  0.446
H2 -1.08 -0.75 2.76  0.455
O2 -0.31 -2.16 -0.76  -0.942
H3 -0.88 -2.75 -1.25  0.475
H4 0.03 -1.55 -1.41  0.487
O3 -1.35 2.18 -0.11  -0.955
H5 -2.13 2.56 -0.52  0.456
H6 -1.22 1.35 -0.56  0.485
O4 1.07 0.04 1.48  -0.879
H7 2.00 0.06 1.26  0.515
H8 0.93 0.79 2.05  0.532
O5 1.49 0.73 -2.29  -0.962
H9 1.69 -0.21 -2.28  0.445
H10 1.05 0.89 -1.45  0.492
O6 0.07 0.06 -0.43  -1.034
H11 0.58 -0.08 0.36  0.440
H12 -0.62 -0.60 -0.39  0.497

Orbital gap ... 10.50 eV


c | Below is a cluster of 6 separate species, H12O6 in total, with properties calculated with wB97M-V/def2-TZVPD.

Last column: natural (NBO) charge in e.
Geometry (Å):
O1 -21.70 8.28 -2.96  -0.958
H1 -21.97 8.17 -2.04  0.485
H2 -22.51 8.51 -3.42  0.468
O2 -22.13 11.21 -0.43  -0.982
H3 -22.47 10.35 -0.68  0.473
H4 -22.90 11.81 -0.43  0.508
O3 -24.38 12.87 -0.13  -0.957
H5 -24.78 13.55 0.42  0.492
H6 -25.10 12.48 -0.63  0.481
O4 -23.15 8.17 -0.33  -0.964
H7 -23.33 7.35 0.13  0.489
H8 -23.18 8.84 0.36  0.480
O5 -21.67 11.42 2.62  -0.958
H9 -21.60 11.14 1.69  0.486
H10 -21.17 12.24 2.65  0.467
O6 -21.22 11.83 -3.12  -0.969
H11 -21.30 11.81 -2.16  0.486
H12 -20.80 10.99 -3.34  0.473

Orbital gap ... 10.71 eV


d | Below is a cluster of 6 separate species, H12O6 in total, with properties calculated with wB97M-V/def2-TZVPD.

Last column: natural (NBO) charge in e.
Geometry (Å):
O1 0.90 -2.64 0.72  -0.965
H1 0.35 -2.63 1.51  0.486
H2 0.27 -2.64 -0.02  0.487
O2 -2.12 1.63 1.94  -0.966
H3 -2.75 0.95 1.66  0.484
H4 -2.66 2.34 2.29  0.488
O3 -0.38 -0.87 -2.50  -0.960
H5 0.56 -1.04 -2.64  0.469
H6 -0.41 -0.48 -1.61  0.486
O4 -0.50 3.62 0.17  -0.945
H7 -0.73 3.16 -0.64  0.470
H8 -0.90 3.06 0.86  0.472
O5 0.20 0.49 0.33  -0.966
H9 0.74 -0.29 0.55  0.481
H10 -0.28 0.71 1.14  0.484
O6 2.72 -1.42 -1.22  -0.952
H11 2.33 -1.96 -0.51  0.485
H12 2.65 -1.96 -2.02  0.462

Orbital gap ... 10.89 eV


Stability, lowest: b


a | Below is a cluster of 6 separate species, H12O6 in total, with properties calculated with wB97M-V/def2-TZVPD.

Last column: natural (NBO) charge in e.
Geometry (Å):
O1 2.26 0.11 -1.58  -0.948
H1 3.11 -0.04 -1.15  0.462
H2 2.01 1.00 -1.29  0.485
O2 -1.90 -1.92 -1.95  -0.979
H3 -2.53 -1.77 -1.21  0.469
H4 -1.61 -2.83 -1.91  0.452
O3 -3.36 -1.39 0.08  -0.920
H5 -2.94 -2.09 0.54  0.467
H6 -2.71 -0.70 0.11  0.499
O4 1.96 2.42 0.48  -0.975
H7 1.57 1.84 1.18  0.491
H8 2.33 3.14 0.92  0.468
O5 1.46 0.09 1.64  -0.954
H9 1.53 -0.80 1.28  0.498
H10 2.12 0.16 2.28  0.472
O6 -1.26 0.55 0.13  -0.946
H11 -0.36 0.86 0.05  0.489
H12 -1.69 1.34 0.38  0.467

Orbital gap ... 10.32 eV


b | Below is a cluster of 6 separate species, H12O6 in total, with properties calculated with wB97M-V/def2-TZVPD.

Last column: natural (NBO) charge in e.
Geometry (Å):
O1 0.18 -0.01 -0.02  -0.994
H1 0.18 -0.98 -0.01  0.494
H2 -0.74 0.15 -0.06  0.494
O2 -0.31 2.01 2.49  -0.941
H3 -0.21 1.05 2.01  0.479
H4 -1.30 1.91 2.67  0.458
O3 -2.73 0.01 -0.33  -0.970
H5 -3.03 -0.64 -1.06  0.497
H6 -3.12 0.83 -0.43  0.483
O4 0.36 -2.95 0.42  -0.978
H7 0.19 -3.61 1.39  0.498
H8 1.21 -3.34 0.01  0.488
O5 0.11 1.54 -2.56  -0.951
H9 0.97 1.52 -2.91  0.469
H10 0.11 1.14 -1.75  0.477
O6 2.91 0.75 -0.27  -0.914
H11 2.92 0.62 0.64  0.452
H12 2.30 0.00 -0.23  0.461

Orbital gap ... 10.65 eV


c | Below is a cluster of 6 separate species, H12O6 in total, with properties calculated with wB97M-V/def2-TZVPD.

Last column: natural (NBO) charge in e.
Geometry (Å):
O1 -1.48 0.92 0.39  -0.994
H1 -1.78 0.34 -0.33  0.493
H2 -2.22 1.41 0.61  0.472
O2 -1.26 -1.61 1.86  -0.976
H3 -1.02 -0.77 1.41  0.497
H4 -1.68 -1.43 2.69  0.468
O3 3.07 2.19 0.01  -0.933
H5 3.27 2.09 0.91  0.474
H6 3.75 1.69 -0.41  0.478
O4 1.35 -1.74 -0.49  -0.987
H7 1.58 -1.62 0.45  0.457
H8 1.08 -0.88 -0.84  0.487
O5 -2.15 -0.91 -1.34  -0.930
H9 -2.09 -1.75 -0.87  0.503
H10 -3.09 -0.80 -1.43  0.475
O6 0.95 0.72 -1.18  -0.959
H11 1.56 1.28 -0.67  0.495
H12 0.15 0.90 -0.76  0.481

Orbital gap ... 10.50 eV


Stability, lowest: b


a | Below is a cluster of 6 separate species, H12O6 in total, with properties calculated with wB97M-V/def2-TZVPD.

Last column: natural (NBO) charge in e.
Geometry (Å):
O1 -2.24 0.20 0.45  -0.953
H1 -1.45 -0.32 0.41  0.478
H2 -1.98 0.99 0.89  0.469
O2 0.04 -2.95 2.05  -0.926
H3 -0.01 -2.11 2.38  0.458
H4 -0.25 -2.77 1.19  0.456
O3 1.33 -0.03 -0.22  -0.962
H5 1.24 0.36 -1.06  0.486
H6 1.09 -0.96 -0.35  0.493
O4 0.29 2.43 -1.88  -0.943
H7 -0.55 2.73 -1.68  0.476
H8 0.48 2.67 -2.78  0.469
O5 -0.88 -2.10 -0.36  -0.976
H9 -1.56 -2.49 0.14  0.494
H10 -0.94 -2.35 -1.29  0.502
O6 1.55 2.38 0.97  -0.961
H11 2.29 2.80 0.60  0.455
H12 1.55 1.50 0.55  0.486

Orbital gap ... 10.61 eV


b | Below is a cluster of 6 separate species, H12O6 in total, with properties calculated with wB97M-V/def2-TZVPD.

Last column: natural (NBO) charge in e.
Geometry (Å):
H1 0.60 0.69 0.16  0.473
H2 -0.06 1.90 -0.65  0.479
H3 -2.81 -1.19 -1.19  0.460
H4 -3.93 -0.77 -0.14  0.470
H5 -4.46 0.67 1.94  0.478
H6 -5.14 -0.25 1.07  0.458
H7 2.77 3.26 0.19  0.483
H8 3.06 2.81 -1.35  0.478
H9 2.52 -2.06 -1.52  0.464
H10 1.70 -3.30 -1.35  0.462
H11 4.44 -1.63 2.09  0.467
H12 2.93 -1.74 2.06  0.466
O1 -0.24 1.08 -0.19  -0.953
O2 -3.31 -0.46 -0.85  -0.945
O3 -4.24 0.09 1.23  -0.921
O4 2.35 2.94 -0.69  -0.961
O5 1.64 -2.38 -1.71  -0.925
O6 3.60 -1.07 2.04  -0.932

Orbital gap ... 10.34 eV


Stability, lowest: b


a | Below is a cluster of 2 separate species, C5H8N in total, with properties calculated with wB97M-V/def2-TZVPD.

Last column: natural (NBO) charge in e.
Geometry (Å):
C1 -2.22 0.06 -0.52  0.135
C2 1.12 1.72 -0.56  -0.425
C3 0.18 0.84 -0.46  0.426
C4 -1.80 -0.08 0.86  -0.210
C5 1.38 -1.21 0.14  -0.467
N1 -1.04 0.40 -0.25  -0.329
H1 -2.99 -0.04 -1.26  0.274
H2 0.74 2.72 -0.59  0.282
H3 2.26 1.69 -0.51  0.304
H4 -2.12 0.60 1.55  0.225
H5 -1.49 -1.13 1.33  0.240
H6 0.65 -1.92 -0.09  0.182
H7 1.51 -0.55 0.98  0.187
H8 2.21 -1.28 -0.44  0.177

Net charge ... +1
Multiplicity ... 3
Orbital gap (spin up / spin down) ... 7.84 / 9.20 eV


b | Below is the ion C5H8N with charge +1, with properties calculated with wB97M-V/def2-TZVPD.

Last column: natural (NBO) charge in e.
Geometry (Å):
C1 -1.45 -1.10 -0.41  -0.361
C2 -1.88 -0.58 -1.49  -0.084
C3 -0.23 -1.45 0.35  -0.474
C4 0.77 -0.32 0.39  0.186
C5 1.20 2.12 0.37  -0.465
N1 0.40 0.88 0.29  0.041
H1 -2.42 -1.48 0.00  0.255
H2 -0.26 -1.83 1.38  0.289
H3 0.33 -2.16 -0.13  0.258
H4 1.78 -0.72 0.61  0.277
H5 2.26 1.88 0.75  0.282
H6 1.33 2.37 -0.67  0.253
H7 0.63 2.82 1.00  0.270
H8 -2.48 -0.43 -2.45  0.274

Net charge ... +1
Multiplicity ... 3
Orbital gap (spin up / spin down) ... 7.16 / 5.82 eV


Stability, lowest: a


a | Below is a cluster of 2 separate species, C9H19NO2 in total, with properties calculated with wB97M-V/def2-TZVPD.

Last column: natural (NBO) charge in e.
Geometry (Å):
C1 3.98 1.27 1.53  -0.608
C2 3.61 -0.07 0.91  -0.390
C3 2.15 -0.37 0.52  -0.397
C4 1.67 0.58 -0.50  -0.396
C5 0.26 0.35 -0.92  -0.284
C6 -0.70 0.38 0.23  -0.402
H1 -0.58 1.33 0.73  0.211
H2 -0.55 -0.25 0.86  0.186
C7 -2.10 0.28 -0.46  -0.019
N1 -3.10 0.84 0.59  -0.803
H3 -3.90 0.63 0.15  0.349
H4 -2.84 0.40 1.36  0.341
C8 -2.57 -1.09 -0.63  -0.528
C9 -3.77 -1.46 -1.49  0.801
O1 -3.90 -1.34 -2.70  -0.556
O2 -4.79 -1.40 -0.50  -0.725
H5 -5.76 -1.33 -0.99  0.494
H6 -1.68 -1.74 -1.21  0.216
H7 -2.63 -1.85 0.11  0.235
H8 -2.22 0.66 -1.29  0.175
H9 0.12 0.80 -1.88  0.222
H10 0.51 -1.07 -1.19  0.110
H11 1.75 1.49 -0.24  0.185
H12 2.50 0.32 -1.26  0.190
H13 1.75 -0.02 1.28  0.185
H14 2.08 -1.38 0.34  0.211
H15 4.26 -0.10 0.17  0.189
H16 4.11 -0.86 1.53  0.194
H17 3.48 1.48 2.49  0.202
H18 5.03 1.41 1.83  0.217
H19 3.82 2.08 0.63  0.193

Orbital gap ... 9.82 eV


b | Below is an isolated molecule of C9H19NO2, with properties calculated with wB97M-V/def2-TZVPD.

Last column: natural (NBO) charge in e.
Geometry (Å):
O1 -1.05 0.22 1.03  -0.552
O2 0.58 -0.94 -0.31  -0.558
N1 -0.54 2.46 0.12  -0.495
C1 -1.09 3.68 -0.58  -0.404
C2 -1.38 1.20 -0.03  0.088
C3 1.46 -3.02 0.01  -0.637
C4 2.65 0.61 1.18  -0.626
C5 0.88 1.41 2.77  -0.601
C6 0.19 -2.25 -0.49  -0.054
C7 0.30 -0.25 0.91  0.390
C8 0.91 2.20 0.34  -0.211
C9 1.15 1.02 1.29  -0.085
H1 -0.81 3.71 -1.65  0.176
H2 -0.70 4.58 0.01  0.205
H3 -2.18 3.65 -0.47  0.204
H4 -2.51 1.46 -0.01  0.188
H5 -1.27 0.82 -1.08  0.155
H6 2.32 -2.39 -0.24  0.218
H7 1.62 -3.98 -0.56  0.207
H8 1.41 -3.12 1.06  0.204
H9 2.85 0.11 0.26  0.218
H10 3.31 1.49 1.17  0.211
H11 3.06 -0.19 1.85  0.217
H12 1.43 2.37 2.97  0.207
H13 -0.14 1.60 2.90  0.227
H14 1.16 0.64 3.51  0.210
H15 -0.67 -2.43 0.10  0.176
H16 0.05 -2.33 -1.50  0.184
H17 0.50 -0.96 1.68  0.158
H18 1.44 3.11 0.80  0.205
H19 1.47 1.94 -0.64  0.175

Orbital gap ... 9.00 eV


Stability, lowest: a


a | Below is an isolated molecule of CH3NO2S2, with properties calculated with wB97M-V/def2-TZVPD.

Last column: natural (NBO) charge in e.
Geometry (Å):
C1 0.13 -0.65 0.15  -0.054
N1 -0.16 0.58 -0.07  0.128
O1 -1.45 1.09 0.36  -0.559
O2 0.68 1.54 -0.47  -0.483
S1 -1.00 -1.51 1.02  -0.216
S2 1.72 -1.17 -0.71  0.000
H1 -1.89 0.40 0.86  0.502
H2 0.09 2.19 -1.00  0.501
H3 1.89 -2.47 -0.15  0.180

Orbital gap ... 9.25 eV


b | Below is a cluster of 2 separate species, CH3NO2S2 in total, with properties calculated with wB97M-V/def2-TZVPD.

Last column: natural (NBO) charge in e.
Geometry (Å):
C1 0.63 -0.15 1.62  -0.848
N1 -1.62 -0.42 -1.10  -0.865
O1 -1.36 1.40 -2.77  -0.832
O2 0.68 0.07 -2.20  -0.854
S1 -0.30 -1.44 0.91  0.429
S2 -0.75 0.33 -2.05  2.200
H1 0.03 0.45 2.29  0.229
H2 1.32 0.52 1.08  0.267
H3 1.36 -0.76 2.21  0.275

Orbital gap (spin up / spin down) ... 6.85 / 6.88 eV


c | Below is a cluster of 2 separate species, CH3NO2S2 in total, with properties calculated with wB97M-V/def2-TZVPD.

Last column: natural (NBO) charge in e.
Geometry (Å):
C1 0.24 0.96 1.27  -0.863
N1 -3.18 -0.36 -0.75  -0.037
O1 -3.58 -1.21 -1.49  -0.247
O2 0.29 2.35 -0.98  -0.824
S1 -3.05 0.09 0.67  0.290
S2 -0.59 2.14 0.13  0.981
H1 -0.61 0.61 1.88  0.220
H2 0.76 0.19 0.70  0.241
H3 1.06 1.37 1.94  0.239

Orbital gap (spin up / spin down) ... 7.85 / 7.34 eV


Stability, lowest: b